(1)
Entry from OMol25: a cluster of 2 separate species, C24H44Cl3N5O11P in total (ωB97M-V with the def2-TZVPD basis set).

The HOMO-LUMO gap comes out at 8.59 eV. For the HOMO energy, the calculation gives -11.7 eV. The calculation puts the total energy at -102418.7936 eV. As for the total charge: +1.

Structure (XYZ):
```
88
Properties=species:S:1:pos:R:3:forces:R:3:mulliken_charge:R:1
C 3.274522 1.347037 -1.442143 -0.628 -0.255 -0.254 -1.5579
C 1.851062 1.833804 -1.577372 0.676 0.268 0.049 0.1175
O 1.082659 1.158170 -0.580364 -0.112 0.474 -0.107 -0.2693
C -0.284448 1.057994 -0.764883 -0.344 -2.840 0.875 1.4358
C -1.095990 2.322062 -0.971441 0.569 0.646 -0.619 -1.0170
C -0.860312 3.213968 -2.180502 -0.395 0.904 -0.554 -0.1346
O -0.277629 4.420400 -1.703773 -0.055 -0.159 0.682 -0.6080
C -2.191935 3.514092 -2.946169 0.750 -0.533 -0.224 -1.1095
N -2.255758 4.761150 -3.656537 -0.504 -0.092 0.314 -0.6434
C -0.861737 0.439631 0.562358 -0.130 1.890 1.101 -1.6792
C 0.043535 0.228886 1.766739 -0.122 -0.698 0.561 -1.3437
C -0.587517 0.690828 3.087931 0.879 -0.361 -0.004 -0.8514
C 0.361257 0.387157 4.261025 -1.013 -0.108 0.204 -0.5889
C -0.440929 0.016431 5.491923 0.509 -0.021 -0.197 -1.1920
O -1.062548 -1.277726 5.332507 -0.545 -0.028 0.628 -0.1852
C -0.628808 -2.213083 6.207301 2.072 -0.693 0.294 0.0553
O 0.538302 -2.465405 6.430132 -1.609 0.696 -0.303 -0.4770
N -1.964631 -0.612931 0.265219 0.855 -0.434 -0.968 1.4190
C -1.669530 -1.974433 0.796121 0.032 -0.049 1.550 -2.1540
O -1.789771 -1.949361 2.188297 0.336 -0.223 0.079 0.0893
C -1.078657 -3.034943 2.744195 2.672 0.030 1.060 0.8042
C -1.891230 -4.273999 2.924208 0.135 0.545 -0.241 -1.3225
O 0.103643 -2.914723 3.046162 -2.908 -0.042 -1.065 -0.4716
C -3.239236 -0.091233 0.847619 -0.933 0.127 -0.288 -1.5567
C -4.470542 -1.000123 0.894133 -1.039 -1.322 0.384 0.2729
O -4.548570 -2.068725 1.438726 0.567 1.186 -0.792 -0.4035
Cl -5.920473 -0.249342 0.221522 0.486 0.044 0.437 -0.0846
C -1.849171 -0.840550 -1.256708 0.286 -0.522 -0.398 -1.2150
P -3.368638 -0.858111 -2.323451 -1.451 -0.981 -0.373 1.5866
N -4.315766 -2.009892 -1.928106 0.696 0.406 0.724 -0.9789
O -2.954970 -1.045789 -3.854447 0.655 0.741 0.605 -0.5753
O -4.008160 0.585065 -2.297648 0.481 0.167 0.129 -0.6307
C -0.567146 -0.159193 -1.752548 0.306 3.457 -2.159 0.4011
N 0.449397 -1.023121 -2.093849 -1.291 -1.404 1.254 -0.2747
C 1.015079 -1.972584 -1.444656 0.377 0.104 -0.670 0.6615
C 0.759183 -3.394563 -1.857302 0.518 0.502 -0.486 -1.6421
C 2.048810 -1.836071 -0.386749 -0.355 -0.186 0.774 -1.0813
O -0.965772 0.592639 -3.000440 -0.358 -0.359 0.737 0.0104
N -0.304137 0.248733 -4.193745 0.387 -0.431 0.164 0.2525
O -0.723190 0.878914 -5.071170 -0.130 0.284 -0.249 -0.3933
H 3.963286 2.083892 -1.820531 0.300 0.202 0.009 0.6627
H 3.411890 0.426703 -1.996942 0.111 -0.239 -0.099 0.2398
H 3.458512 1.139032 -0.402331 0.314 0.117 0.386 0.1034
H 1.508789 1.660028 -2.589655 -0.372 -0.250 -0.159 0.1342
H 1.818469 2.900700 -1.391465 -0.215 0.286 0.105 0.4520
H -0.885745 2.959287 -0.117002 0.057 0.128 0.289 0.6795
H -2.160915 2.127986 -0.916302 -0.271 -0.489 0.081 0.4673
H -0.193978 2.791075 -2.914988 0.257 -0.309 -0.064 0.6479
H 0.230121 4.822282 -2.403740 0.113 0.262 -0.284 0.4592
H -2.271058 2.728812 -3.697496 -0.211 -0.309 -0.004 0.1675
H -3.029012 3.409611 -2.262754 -0.321 0.330 0.111 0.4572
H -2.432975 5.518204 -3.017531 0.221 0.304 -0.037 0.2795
H -1.424220 4.936265 -4.194583 0.101 0.146 -0.178 0.2643
H -1.458611 1.256719 0.936507 -0.420 0.188 0.039 0.6633
H 0.359187 -0.796649 1.906095 0.158 -0.275 -0.138 0.0047
H 0.953280 0.804391 1.666628 0.164 0.189 -0.560 1.3372
H -0.748257 1.761415 3.027451 -0.368 0.256 0.057 0.5063
H -1.505512 0.162671 3.305462 -0.396 0.031 -0.182 0.3232
H 0.962766 -0.481207 4.037617 0.519 -0.088 -0.128 0.3801
H 0.964037 1.246112 4.520189 0.421 0.144 -0.120 0.5574
H 0.194673 -0.017799 6.365704 0.184 0.011 0.196 0.5776
H -1.243992 0.717990 5.668125 -0.290 0.214 0.060 0.3503
H -1.422261 -2.752840 6.730668 -0.362 -0.046 -0.337 0.4245
H -0.647692 -2.246948 0.556920 0.194 0.103 -0.547 0.5518
H -2.402363 -2.668969 0.409016 -0.145 -0.110 -0.512 1.2134
H -1.230628 -5.120492 2.971299 0.188 -0.333 0.152 0.3821
H -2.609231 -4.381918 2.122701 -0.238 -0.046 -0.169 0.3348
H -2.448439 -4.172649 3.845266 -0.206 -0.034 0.323 0.3244
H -3.535593 0.815026 0.347709 0.211 0.217 -0.487 0.7826
H -3.052541 0.183182 1.873985 0.290 -0.147 0.386 1.0056
H -1.593949 -1.886783 -1.375285 -0.130 -0.380 0.184 0.3890
H -3.978701 -2.535133 -1.131866 -0.457 -0.289 0.007 0.3311
H -2.180235 -1.617338 -3.879633 0.077 -0.383 -0.562 0.3531
H -3.338389 1.236791 -2.562869 -0.230 0.279 -0.372 0.3487
H 0.630586 -4.028505 -0.990509 -0.059 -0.218 0.194 0.3611
H -0.068621 -3.442747 -2.546450 -0.305 -0.138 -0.125 0.3168
H 1.646119 -3.736180 -2.385268 0.191 -0.337 -0.064 0.4913
H 3.033863 -1.856909 -0.838988 0.239 0.130 -0.258 0.3794
H 1.949794 -0.955854 0.228404 0.067 0.394 -0.129 0.0996
H 2.008757 -2.707034 0.257116 0.092 -0.235 0.215 0.5072
Cl 6.159122 1.315294 0.060063 0.176 0.005 0.065 -0.1454
C 7.733555 1.768945 -0.651759 0.087 0.098 -0.005 -0.4884
C 8.228345 0.736940 -1.630506 0.044 -0.006 -0.065 -0.4289
Cl 8.669023 -0.790931 -0.829291 -0.032 -0.019 -0.005 -0.1726
H 8.436900 1.914801 0.162839 -0.017 -0.067 0.051 0.3756
H 7.590815 2.720157 -1.160857 -0.044 -0.014 -0.032 0.2709
H 9.122296 1.107165 -2.128415 0.028 0.024 0.036 0.3061
H 7.478483 0.514349 -2.384865 -0.037 -0.029 0.021 0.3065
```
Forces are in eV/Å.

=====

(2)
Entry from OMol25: the ion C4H8NS with charge +1 (ωB97M-V with the def2-TZVPD basis set).

The HOMO-LUMO gap comes out at 8.38 eV. For the HOMO energy, the calculation gives -13.0 eV. The calculation puts the total energy at -16593.2151 eV. As for the total charge: +1.

Structure (XYZ):
```
14
Properties=species:S:1:pos:R:3:forces:R:3:nbo_charge:R:1
C -2.493707 -0.786276 -0.339915 2.271 0.731 -0.169 -0.2793
C -1.115222 -0.387230 -1.049274 -0.862 -0.229 -0.355 -0.6042
C 0.203105 0.004364 -0.370046 -2.355 -0.714 0.359 0.3118
C 1.453675 0.438341 1.660586 0.927 0.320 0.726 -0.4360
N 0.290386 0.091436 0.898028 -0.582 -0.141 -0.342 -0.3956
S -3.764454 -1.025048 -1.330610 0.392 0.085 0.306 0.3693
H -0.850157 -1.243354 -1.686686 0.039 0.054 -0.046 0.2774
H -1.311365 0.423865 -1.766046 0.066 -0.040 -0.038 0.2654
H 1.054741 0.194869 -1.008739 0.215 0.060 0.110 0.2359
H 1.626511 -0.311574 2.434163 -0.059 -0.016 -0.137 0.2497
H 2.331124 0.503980 1.021628 -0.080 -0.007 -0.054 0.2343
H 1.294817 1.395934 2.159822 -0.034 -0.043 -0.092 0.2481
H -0.563488 -0.096347 1.433869 0.002 -0.062 -0.246 0.4540
H -3.320921 -0.780403 -2.602529 0.060 0.001 -0.023 0.0692
```
Forces are in eV/Å.

=====

(3)
Entry from OMol25: the molecule C15H19N3O4 (ωB97M-V with the def2-TZVPD basis set).

The HOMO-LUMO gap comes out at 9.03 eV. For the HOMO energy, the calculation gives -8.5 eV. The calculation puts the total energy at -28521.8390 eV. The SMILES is C[C@@H](O)[C@H](NC(=O)[C@@H](N)Cc1c[nH]c2ccccc12)C(=O)O.

Structure (XYZ):
```
41
Properties=species:S:1:pos:R:3:forces:R:3:nbo_charge:R:1
C -0.484014 1.269884 3.263738 -0.825 1.063 -1.261 -0.6299
C 1.028500 1.172438 2.899099 -0.975 0.876 1.441 0.0670
O 1.270104 -0.132591 3.089436 1.372 -3.792 -1.453 -0.7643
C 1.321998 1.833671 1.556717 1.040 -0.585 -0.934 -0.1439
N 2.665908 1.430847 0.953150 -0.721 0.987 1.309 -0.6240
C 3.052444 0.301549 0.332284 0.689 -1.341 -4.627 0.6715
O 4.195352 0.140956 -0.170560 -1.987 0.624 2.021 -0.6339
C 1.962794 -0.781543 -0.267842 2.853 1.334 1.954 -0.1037
N 1.040726 -1.041559 0.781164 -0.796 -1.154 -0.238 -0.8120
C 1.218426 -0.350389 -1.521218 1.522 0.864 0.020 -0.4494
C 0.137536 -1.300827 -1.872681 -3.863 1.141 -0.743 -0.1572
C 0.237099 -2.453151 -2.533691 0.872 -2.013 -0.426 0.0092
N -0.952920 -3.111354 -2.839646 0.616 1.552 0.890 -0.5497
C -1.989264 -2.257894 -2.411913 0.971 0.352 -0.854 0.1117
C -3.355676 -2.394287 -2.597730 1.035 0.389 0.511 -0.2273
C -4.156204 -1.347173 -2.211970 1.494 -1.335 -0.266 -0.2144
C -3.569249 -0.275175 -1.581996 -2.212 2.670 0.171 -0.2344
C -2.201033 -0.062373 -1.350882 -0.802 -0.094 -0.117 -0.2420
C -1.382540 -1.061274 -1.888785 1.627 -1.130 1.193 0.0084
C 1.360037 3.368994 1.874383 -1.949 1.295 -2.431 0.8127
O 2.207072 4.007320 2.404485 0.684 -0.663 0.519 -0.5521
O 0.239001 4.029365 1.309882 0.848 1.012 0.654 -0.7261
H -1.140257 0.798909 2.439662 1.209 0.449 1.141 0.1944
H -0.615057 0.733468 4.172540 -0.068 -0.744 0.553 0.2297
H -0.954617 2.236163 3.470368 0.408 0.344 -0.321 0.2037
H 1.780347 1.526108 3.611725 -0.705 1.692 0.237 0.1969
H 1.316821 -0.634663 2.178300 -0.336 0.636 1.306 0.4768
H 0.550391 1.544462 0.801905 0.428 0.807 0.639 0.2115
H 3.454999 2.035041 1.165204 -0.199 -0.003 0.111 0.4229
H 2.629663 -1.642736 -0.319680 -0.141 -0.011 -0.726 0.2224
H 0.820751 -2.012525 0.700239 -0.412 -0.845 0.387 0.3888
H 0.198719 -0.606458 0.481500 -1.300 0.483 0.368 0.3664
H 1.945985 -0.338854 -2.368896 -0.539 0.646 0.639 0.2508
H 0.875811 0.684176 -1.206091 -0.024 -0.993 -1.189 0.2201
H 1.168017 -2.935256 -2.791342 0.054 -0.129 -0.137 0.2054
H -0.950999 -3.994986 -3.332898 -0.481 0.440 0.226 0.4226
H -3.757485 -3.279622 -2.982457 -0.520 -1.197 -0.709 0.2103
H -5.190338 -1.449855 -2.430769 -0.791 0.432 0.187 0.2159
H -4.425710 0.460821 -1.450853 1.872 -0.123 0.735 0.2166
H -1.837173 0.825976 -0.772564 -0.315 -0.894 -0.858 0.2235
H 0.284032 5.064394 1.418681 0.368 -3.040 0.078 0.5050
```
Forces are in eV/Å.